Entry from the OMol25 dataset: an isolated ion of composition C26H44N4O7PS3 and charge +1 at a distorted geometry (ωB97M-V with the def2-TZVPD basis set).

Geometry (Å):
1 C 3.6949 -0.8540 4.1064
2 C 3.1795 -1.1057 3.0460
3 C 2.5284 -1.4256 1.7598
4 O 1.1625 -1.0067 1.7967
5 C 0.5652 -1.2895 0.5292
6 C -0.9655 -1.5446 0.5559
7 C -1.3754 -1.9754 2.0092
8 C -1.7352 -0.7899 2.9285
9 C -2.3682 -1.2274 4.2733
10 C -1.4123 -2.0745 5.1359
11 O -1.7428 -2.1106 6.5356
12 C -3.0987 -2.1351 6.7936
13 C -3.9800 -3.3205 6.3683
14 O -3.5925 -1.2314 7.4055
15 C 1.0701 -0.2208 -0.4843
16 C 0.1356 0.9894 -0.7392
17 C -0.5079 1.6567 0.4948
18 C -1.4555 2.7936 -0.0344
19 S -2.9904 2.0465 -0.6755
20 C -4.3626 3.1198 -0.1448
21 S -4.8452 3.1027 1.3916
22 N -4.9663 3.9139 -1.1616
23 C -5.6074 3.2512 -2.1616
24 C -6.0738 4.2854 -2.9727
25 N -5.6635 5.4704 -2.4331
26 C -4.9861 5.2712 -1.3447
27 C 1.0700 -0.9903 -1.8673
28 O 1.0852 -0.1034 -2.9718
29 C 2.1980 -0.3392 -3.8435
30 C 2.0097 0.6022 -5.0864
31 O 2.0605 -0.0838 -6.3123
32 C 0.9666 -1.0160 -6.4339
33 C 0.6792 -1.2418 -7.9373
34 N 2.5351 0.1572 -0.2720
35 P 2.8464 1.7908 0.4666
36 N 2.5483 1.8087 1.9933
37 C 3.2919 -0.9351 0.4609
38 S 5.0865 -0.6367 0.6426
39 C 5.7510 -0.1255 -0.9759
40 O 5.6705 -1.9116 0.9326
41 O 5.4682 0.3679 1.5917
42 H 4.0724 -0.8995 5.1143
43 H 2.4768 -2.5333 1.7071
44 H 1.0062 -2.2617 0.1969
45 H -1.1717 -2.4403 -0.0582
46 H -1.6025 -0.7462 0.1582
47 H -0.6439 -2.6750 2.4437
48 H -2.3023 -2.5696 1.8718
49 H -0.8040 -0.2415 3.1750
50 H -2.4225 -0.0723 2.4502
51 H -2.5662 -0.2962 4.8397
52 H -3.3409 -1.7111 4.0927
53 H -0.3684 -1.7241 5.0655
54 H -1.4041 -3.1251 4.7714
55 H -4.9454 -3.2801 6.8822
56 H -4.1418 -3.3135 5.2783
57 H -3.4469 -4.2610 6.5997
58 H -0.6817 0.6186 -1.3844
59 H 0.6385 1.7557 -1.3548
60 H -1.1455 1.0169 1.1137
61 H 0.1929 2.1723 1.1753
62 H -1.6781 3.4145 0.8526
63 H -0.9303 3.4346 -0.7636
64 H -5.7400 2.1804 -2.2813
65 H -6.6509 4.1983 -3.8898
66 H -4.5078 5.9811 -0.6787
67 H 1.8728 -1.7497 -1.9313
68 H 0.1152 -1.5504 -1.9182
69 H 2.2902 -1.3974 -4.1380
70 H 3.1577 -0.0572 -3.3456
71 H 1.0300 1.1100 -4.9735
72 H 2.7897 1.3766 -5.0481
73 H 0.0876 -0.6936 -5.8494
74 H 1.3465 -1.9715 -6.0154
75 H 1.6447 -1.1399 -8.4569
76 H -0.0375 -0.4843 -8.2807
77 H 0.2733 -2.2594 -8.0415
78 H 2.9679 0.1785 -1.2091
79 H 4.2076 2.0695 0.1683
80 H 2.0910 2.8141 -0.1362
81 H 3.4302 1.9975 2.4754
82 H 3.2289 -1.7936 -0.2337
83 H 5.3506 0.8556 -1.2827
84 H 5.5630 -0.8809 -1.7517
85 H 6.8246 0.0212 -0.7748

Its frontier orbital gap is 7.66 eV. The value obtained for the maximum force is 3.7 eV Å⁻¹. Its charge is +1. As for the highest occupied orbital energy: -10.879 eV.

These are the Mulliken partial charges, in e, on atoms 1 to 2: 0.3044, -2.0404



Entry from the OMol25 dataset: C26H45Cl20F9O3SSi2 as an isolated structure at a distorted geometry (ωB97M-V with the def2-TZVPD basis set).

Geometry (Å):
1 C 0.2584 -0.9303 0.5553
2 C 0.2059 -0.1290 -0.3415
3 Si -0.0044 1.1178 -1.6396
4 O 1.4895 1.5441 -2.2018
5 Si 2.6433 1.9037 -0.9921
6 S -1.1408 2.9402 -1.0286
7 O -0.1176 3.9153 -0.7146
8 O -1.9263 3.4003 -2.1485
9 C -2.1640 2.8335 0.5371
10 F -1.2912 2.6755 1.5415
11 F -2.7334 4.0328 0.6921
12 C -3.2562 1.7211 0.7103
13 F -4.0216 2.1677 1.7370
14 F -2.6721 0.6037 1.1600
15 C -4.2698 1.4719 -0.4541
16 F -4.5497 2.6465 -1.0346
17 F -5.4210 1.0650 0.1224
18 C -3.9258 0.4123 -1.5539
19 F -3.1106 -0.5482 -1.1373
20 F -3.4241 0.9701 -2.6440
21 F -5.0781 -0.1733 -1.9283
22 H 0.4942 -1.7596 1.1969
23 H -0.8046 0.4911 -2.6755
24 H 2.4413 1.1977 0.2562
25 H 3.9771 1.5341 -1.5020
26 H 2.6471 3.3475 -0.7017
27 Cl -2.1914 -3.2349 -4.2279
28 C -3.6515 -2.2851 -4.6006
29 C -4.6976 -3.1018 -5.3134
30 Cl -4.1948 -3.5426 -6.9650
31 H -3.3497 -1.4240 -5.1922
32 H -4.0510 -1.9291 -3.6522
33 H -5.6150 -2.5223 -5.4050
34 H -4.9204 -4.0191 -4.7745
35 Cl 4.9235 1.8108 3.7548
36 C 3.5032 2.7413 4.3038
37 C 2.2178 1.9765 4.1410
38 Cl 1.7969 1.7574 2.4202
39 H 3.4831 3.6761 3.7495
40 H 3.6624 2.9712 5.3573
41 H 1.4014 2.5295 4.6037
42 H 2.2721 0.9937 4.6026
43 Cl -8.1464 -3.5769 -0.4612
44 C -7.6420 -1.9104 -0.8504
45 C -7.9725 -0.9483 0.2607
46 Cl -9.7290 -0.7051 0.4358
47 H -8.1211 -1.6241 -1.7831
48 H -6.5650 -1.9316 -1.0082
49 H -7.5369 0.0243 0.0424
50 H -7.5848 -1.2958 1.2157
51 Cl -7.1811 -3.7507 3.5108
52 C -6.5159 -5.1155 2.5787
53 C -5.7463 -6.0758 3.4477
54 Cl -4.2304 -5.3587 4.0571
55 H -5.8931 -4.7091 1.7862
56 H -7.3608 -5.6277 2.1218
57 H -5.4698 -6.9551 2.8683
58 H -6.3315 -6.3996 4.3042
59 Cl 4.9768 6.2088 4.2659
60 C 6.5826 5.8933 4.9713
61 C 6.5658 4.7176 5.9132
62 Cl 5.6386 5.0570 7.3993
63 H 6.9132 6.8026 5.4669
64 H 7.2603 5.6856 4.1446
65 H 7.5827 4.4793 6.2203
66 H 6.1338 3.8381 5.4417
67 Cl 0.5305 -6.2377 -0.4257
68 C -0.7154 -5.8116 0.7736
69 C -0.6926 -4.3461 1.1186
70 Cl 0.7756 -3.8882 2.0285
71 H -0.5622 -6.4312 1.6534
72 H -1.6792 -6.0673 0.3366
73 H -1.5458 -4.1025 1.7504
74 H -0.7375 -3.7252 0.2258
75 Cl 1.3946 5.9092 4.6075
76 C 0.5143 7.4484 4.4322
77 C 1.4506 8.6222 4.3103
78 Cl 2.3275 8.9433 5.8282
79 H -0.1497 7.5549 5.2859
80 H -0.0918 7.3669 3.5314
81 H 0.8814 9.5201 4.0759
82 H 2.1861 8.4639 3.5255
83 Cl 1.1207 0.3914 -4.1961
84 C 1.3809 0.4239 -5.9675
85 C 0.4821 -0.5400 -6.6983
86 Cl 0.9042 -2.2334 -6.3518
87 H 2.4305 0.2089 -6.1508
88 H 1.1737 1.4415 -6.2953
89 H 0.5777 -0.4001 -7.7746
90 H -0.5607 -0.3923 -6.4263
91 Cl 7.3488 1.1848 1.3891
92 C 8.9623 0.8681 2.0757
93 C 8.9578 -0.2958 3.0320
94 Cl 8.0607 0.0683 4.5283
95 H 9.3050 1.7786 2.5606
96 H 9.6259 0.6516 1.2400
97 H 9.9794 -0.5330 3.3241
98 H 8.5132 -1.1790 2.5809
99 Cl 2.4514 -5.2983 -5.3670
100 C 2.5761 -6.2485 -6.8688
101 C 3.3625 -5.5303 -7.9347
102 Cl 2.5013 -4.0983 -8.5548
103 H 1.5683 -6.4765 -7.2061
104 H 3.0758 -7.1818 -6.6138
105 H 3.5235 -6.1962 -8.7812
106 H 4.3310 -5.2045 -7.5643

Its frontier orbital gap is 10.06 eV. The value obtained for the maximum force is 3.6 eV Å⁻¹. As for the highest occupied orbital energy: -10.124 eV.

These are the Mulliken partial charges, in e, on atoms 1 to 2: 1.3265, -1.0576



Entry from the OMol25 dataset: a 3-piece molecular cluster, C26H45F9N2O4P overall at a distorted geometry (ωB97M-V with the def2-TZVPD basis set).

Geometry (Å):
1 C -1.5395 -0.2149 0.7224
2 C -0.7708 0.2842 1.9577
3 P 0.1652 1.9604 1.7540
4 O 0.0660 2.0400 0.0183
5 C 1.1252 1.3868 -0.6089
6 C 1.5633 2.0952 -1.8987
7 C 1.0929 1.3810 -3.1795
8 C 2.2205 0.5258 -3.7332
9 F 2.8898 -0.0655 -2.7112
10 F 3.1042 1.3400 -4.3532
11 C 1.7694 -0.5853 -4.7356
12 F 0.4416 -0.7234 -4.7427
13 F 2.1242 -0.1755 -5.9903
14 C 2.4629 -1.9477 -4.5396
15 F 3.7857 -1.8066 -4.4806
16 F 1.9840 -2.4941 -3.4046
17 C 2.1694 -2.9734 -5.6830
18 F 0.8783 -3.0606 -5.9833
19 F 2.9023 -2.7039 -6.7625
20 F 2.5597 -4.1864 -5.2347
21 C 2.2207 0.8525 0.3875
22 C 3.5730 1.5704 0.4368
23 C 4.8071 0.7417 0.1457
24 C 4.7748 -0.5196 -0.3687
25 C 5.9028 -1.2241 -0.6522
26 C 7.1380 -0.6794 -0.4215
27 C 8.3647 -1.4669 -0.7869
28 C 7.1743 0.5693 0.1195
29 C 6.0405 1.2548 0.3951
30 O 1.6631 1.0455 1.6960
31 H -0.8942 -0.8297 0.0909
32 H -2.3332 -0.8862 1.0670
33 H -2.0325 0.5845 0.1780
34 H -0.0617 -0.4835 2.2622
35 H -1.4848 0.4050 2.7695
36 H -1.1503 2.5609 1.9753
37 H 0.2944 2.0018 3.2181
38 H 0.8266 3.2514 1.7610
39 H 0.6567 0.4530 -0.9647
40 H 2.6215 2.3364 -1.9398
41 H 1.0479 3.0544 -1.9024
42 H 0.2090 0.7988 -2.9367
43 H 0.7933 2.1109 -3.9253
44 H 2.2163 -0.2320 0.3005
45 H 3.5852 2.3862 -0.2915
46 H 3.7006 2.0350 1.4050
47 H 3.8329 -0.9871 -0.5969
48 H 5.8135 -2.2114 -1.0833
49 H 8.4463 -1.4558 -1.8763
50 H 9.2847 -1.0304 -0.4089
51 H 8.2473 -2.5104 -0.5108
52 H 8.1442 1.0055 0.3212
53 H 6.1564 2.2453 0.8146
54 C -5.0986 1.8823 -1.3362
55 C -5.3607 2.2694 0.1162
56 C -6.2294 3.5300 0.2665
57 O -5.5557 4.7509 0.0276
58 C -5.4408 5.1192 -1.3315
59 N -4.0763 2.3843 0.8048
60 H -4.3556 2.5277 -1.8040
61 H -4.7131 0.8641 -1.3867
62 H -6.0161 1.9251 -1.9302
63 H -5.9163 1.4463 0.5782
64 H -6.5639 3.5851 1.3063
65 H -7.1346 3.4663 -0.3553
66 H -6.3182 4.8118 -1.9095
67 H -4.5372 4.6990 -1.7791
68 H -5.3593 6.2059 -1.3739
69 H -4.2355 2.5415 1.7960
70 H -3.6249 3.2414 0.4958
71 C -2.2887 -4.0739 2.7171
72 C -1.9425 -3.1766 3.9015
73 C -2.4596 -3.7116 5.2474
74 O -3.8477 -3.5292 5.4703
75 C -4.6819 -4.5052 4.8821
76 N -2.4142 -1.8240 3.6141
77 H -3.3350 -3.9817 2.4242
78 H -1.6891 -3.7940 1.8511
79 H -2.0855 -5.1245 2.9424
80 H -0.8511 -3.1391 3.9740
81 H -1.9641 -3.1504 6.0439
82 H -2.1888 -4.7679 5.3871
83 H -4.2121 -5.4936 4.8842
84 H -4.9544 -4.2287 3.8605
85 H -5.5994 -4.5550 5.4704
86 H -2.0958 -1.1953 4.3458
87 H -3.4273 -1.8222 3.7105

Its frontier orbital gap is 6.18 eV. The value obtained for the maximum force is 3.0 eV Å⁻¹. Its charge is -1. As for the highest occupied orbital energy: -3.581 eV.

These are the Mulliken partial charges, in e, on atoms 1 to 2: -0.9612, -0.4002



Entry from the OMol25 dataset: a 3-piece molecular cluster, C26H45FI2N3O6P overall at a distorted geometry (ωB97M-V with the def2-TZVPD basis set).

Geometry (Å):
1 C 0.4327 4.2794 -1.0536
2 C 0.5339 4.0354 0.3487
3 C -0.1305 2.8944 1.2487
4 C -0.6824 1.6202 0.4346
5 O -1.7085 1.8893 -0.4608
6 C -2.4897 3.0521 -0.4680
7 C -4.1062 2.8517 -0.3702
8 O 0.6379 1.3646 -0.2235
9 C 1.4819 0.5416 0.6306
10 O 2.5885 0.7759 1.1026
11 C 0.5266 -0.7630 0.6648
12 N 0.5626 -1.1581 -0.7383
13 C 1.7491 -1.1382 -1.5708
14 C 1.7297 -0.0843 -2.8181
15 C 0.9835 -0.8206 -4.0702
16 C 0.8970 -2.0395 1.5135
17 F 1.0541 -1.8811 2.9426
18 C 2.2911 -2.7745 1.1340
19 C 2.0912 -4.0507 0.1764
20 C -0.7929 0.1276 1.1377
21 C -2.0740 -0.7933 0.9574
22 I -3.9633 0.0301 1.8331
23 C -2.5921 -1.4617 -0.3815
24 C -2.7862 -0.6400 -1.7252
25 I -1.7801 -3.5073 -0.7989
26 P -0.8354 0.5017 3.0214
27 O -1.6706 1.6779 3.4916
28 O 0.7338 0.8029 3.6655
29 O -1.3937 -0.8354 3.9552
30 H -0.4720 4.6502 -1.6293
31 H 1.3540 4.0061 -1.6901
32 H 1.1862 4.7872 0.9309
33 H 0.6373 2.6693 2.0492
34 H -0.9879 3.4323 1.8100
35 H -2.3020 3.9203 0.2340
36 H -2.3782 3.5282 -1.5175
37 H -4.4662 1.9363 -0.9384
38 H -4.6241 3.7842 -0.8064
39 H -4.4292 2.8434 0.7342
40 H -0.1958 -0.7826 -1.3117
41 H 1.7912 -2.1532 -2.1284
42 H 2.7775 -1.0280 -1.1149
43 H 1.1151 0.8447 -2.6198
44 H 2.7854 0.2638 -3.0942
45 H 0.1324 -1.4309 -3.5892
46 H 0.5360 -0.0039 -4.7281
47 H 1.7536 -1.4661 -4.5937
48 H 0.1142 -2.8797 1.4231
49 H 3.0477 -2.0122 0.7441
50 H 2.8096 -3.1988 2.0737
51 H 1.0712 -4.5170 0.3455
52 H 2.2799 -3.8574 -0.9241
53 H 2.8816 -4.8267 0.4971
54 H -1.8920 -1.7111 1.6420
55 H -3.6749 -1.8062 -0.1485
56 H -2.9658 -1.4179 -2.5588
57 H -1.9279 -0.0025 -2.0885
58 H -3.7396 0.0069 -1.7454
59 H 0.7709 0.4611 4.5858
60 H -2.1108 -0.5377 4.5510
61 C 5.6620 -4.3637 6.2744
62 C 4.3835 -3.5371 6.1837
63 C 3.4523 -4.0012 5.0612
64 C 4.1465 -3.8798 3.7382
65 N 4.6902 -3.7811 2.7006
66 H 6.2623 -4.2783 5.3653
67 H 6.2806 -4.0162 7.1052
68 H 5.4344 -5.4212 6.4387
69 H 4.6504 -2.4865 6.0328
70 H 3.8510 -3.5998 7.1369
71 H 2.5471 -3.3885 5.0452
72 H 3.1545 -5.0418 5.2143
73 C -4.2105 3.4876 -6.1281
74 C -2.7514 3.0495 -6.0581
75 C -2.2701 2.8085 -4.6253
76 C -2.3865 4.0726 -3.8274
77 N -2.4781 5.0659 -3.2062
78 H -4.3695 4.4417 -5.6197
79 H -4.5178 3.6193 -7.1681
80 H -4.8666 2.7405 -5.6714
81 H -2.1285 3.8128 -6.5345
82 H -2.6284 2.1283 -6.6347
83 H -1.2263 2.4846 -4.6282
84 H -2.8662 2.0270 -4.1457

Its frontier orbital gap is 6.89 eV. The value obtained for the maximum force is 5.4 eV Å⁻¹. As for the highest occupied orbital energy: -7.288 eV.

These are the Mulliken partial charges, in e, on atoms 1 to 2: -0.8093, -0.5661